A.
A structure of composition C4H14N2O, computed with the ωB97M-V functional and the def2-TZVPD basis.

Summary:
orbital gap = 8.89 eV
HOMO level = -8.05 eV
net charge = 0

Last column: Löwdin charge in e.
Positions of all 21 atoms, in Å:
C 0.997 -0.201 -0.228  -0.50
C 1.722 1.127 -0.387  -0.07
C 1.984 -1.356 -0.145  -0.07
O 0.100 -0.390 -1.339  -0.10
H 0.613 -0.446 -2.155  0.10
H -0.976 -0.241 1.437  0.11
H 1.019 1.947 -0.538  0.07
H 2.619 -1.402 -1.037  0.08
H 2.380 1.115 -1.265  0.08
H 2.333 1.340 0.489  0.08
H 2.638 -1.231 0.716  0.08
H 1.459 -2.306 -0.043  0.08
C -2.182 0.200 0.996  -0.44
N -1.895 1.463 0.434  0.00
N -2.583 -0.695 -0.011  0.00
H -1.809 -0.881 -0.650  0.05
H -1.523 2.106 1.121  0.08
H -1.229 1.349 -0.330  0.05
H -2.970 -1.555 0.352  0.07
H -2.933 0.281 1.783  0.11
H 0.237 -0.224 0.801  0.13

***

B.
A cluster of 2 separate species, C4H14N2O in total, computed with the ωB97M-V functional and the def2-TZVPD basis.

Summary:
orbital gap = 9.53 eV
HOMO level = -8.66 eV
SMILES = CCNCCN.O
net charge = 0

Last column: Löwdin charge in e.
Positions of all 21 atoms, in Å:
N 0.629 -1.839 -1.172  -0.01
C 0.066 -0.770 -0.299  -0.27
C -1.112 -0.085 -0.970  -0.23
N -1.789 0.945 -0.174  -0.09
C -0.983 1.957 0.510  -0.28
C -0.901 1.745 2.028  -0.09
H 0.380 -2.741 -0.799  0.07
H 0.348 -1.640 -2.120  0.06
H -0.150 -1.233 0.631  0.10
H 0.878 -0.065 -0.127  0.08
H -1.868 -0.838 -1.102  0.11
H -0.763 0.414 -1.877  0.12
H -2.404 0.490 0.488  0.09
H -1.265 2.964 0.294  0.09
H 0.035 1.805 0.137  0.09
H -0.201 0.940 2.278  0.07
H -0.615 2.688 2.486  0.07
H -1.808 1.309 2.442  0.06
H 2.704 -2.132 -0.295  0.00
H 2.997 -0.650 0.092  0.01
O 3.372 -1.532 0.056  -0.07

***

Result of the stability comparison: A is the least stable of them.

***

A.
An isolated molecule of C18H39NO2, computed with the ωB97M-V functional and the def2-TZVPD basis.

Summary:
orbital gap = 9.89 eV
HOMO level = -9.22 eV
SMILES = CCCCCCCCCCCCCCC[C@@H](O)[C@@H](N)CO
net charge = 0

Last column: Löwdin charge in e.
Positions of all 60 atoms, in Å:
C 5.365 0.812 -0.494  -0.11
C 4.146 1.066 0.385  -0.27
C 3.967 0.012 1.478  -0.22
C 3.622 -1.388 0.966  -0.22
C 2.267 -1.455 0.266  -0.22
C 1.887 -2.891 -0.092  -0.22
C 0.658 -2.984 -0.998  -0.22
C -0.583 -2.337 -0.386  -0.22
C -1.844 -2.598 -1.211  -0.21
C -2.988 -1.651 -0.842  -0.21
C -3.561 -1.911 0.552  -0.21
C -4.430 -0.766 1.078  -0.20
C -3.618 0.500 1.391  -0.20
C -3.755 1.596 0.330  -0.20
C -2.584 2.584 0.351  -0.15
H -2.335 2.846 1.381  0.12
H -2.872 3.506 -0.165  0.12
C -1.346 2.015 -0.351  -0.36
O -1.623 1.732 -1.712  -0.04
H -1.979 2.527 -2.124  0.11
H -1.089 1.041 0.083  0.13
C -0.112 2.949 -0.188  -0.33
N 0.563 2.780 1.084  0.06
H 1.057 1.893 1.087  0.07
H -0.094 2.784 1.856  0.07
C 0.914 2.695 -1.310  -0.22
O 1.187 1.332 -1.502  -0.07
H 0.376 0.919 -1.828  0.08
H 1.856 3.164 -1.021  0.12
H 0.564 3.154 -2.244  0.12
H -0.439 3.996 -0.253  0.14
H -4.688 2.138 0.496  0.11
H -3.809 1.151 -0.664  0.10
H -3.930 0.913 2.353  0.11
H -2.568 0.221 1.494  0.10
H -4.925 -1.110 1.989  0.10
H -5.213 -0.535 0.353  0.11
H -4.155 -2.828 0.525  0.11
H -2.747 -2.074 1.260  0.10
H -3.790 -1.749 -1.577  0.12
H -2.608 -0.633 -0.905  0.08
H -1.604 -2.449 -2.267  0.11
H -2.161 -3.635 -1.087  0.11
H -0.715 -2.718 0.629  0.11
H -0.422 -1.260 -0.325  0.09
H 0.448 -4.038 -1.200  0.11
H 0.878 -2.501 -1.953  0.11
H 1.704 -3.456 0.826  0.11
H 2.730 -3.363 -0.604  0.11
H 2.287 -0.851 -0.641  0.10
H 1.511 -1.034 0.933  0.11
H 3.611 -2.073 1.820  0.11
H 4.401 -1.734 0.285  0.10
H 4.889 -0.048 2.063  0.11
H 3.174 0.341 2.155  0.10
H 3.255 1.108 -0.240  0.07
H 4.257 2.041 0.868  0.11
H 6.265 0.728 0.111  0.07
H 5.248 -0.104 -1.067  0.06
H 5.499 1.631 -1.197  0.07

***

B.
An isolated molecule of C18H39NO2, computed with the ωB97M-V functional and the def2-TZVPD basis.

Summary:
orbital gap = 10.13 eV
HOMO level = -9.22 eV
SMILES = CCCCCCCCCCCCCCC[C@@H](O)[C@@H](N)CO
net charge = 0

Last column: Löwdin charge in e.
Positions of all 60 atoms, in Å:
C -5.666 3.206 -7.378  -0.12
C -5.061 2.196 -6.410  -0.28
C -4.103 2.865 -5.426  -0.23
C -3.390 1.879 -4.499  -0.22
C -4.321 1.237 -3.472  -0.22
C -3.613 0.229 -2.566  -0.22
C -2.651 0.871 -1.568  -0.23
C -2.017 -0.169 -0.647  -0.23
C -1.074 0.463 0.374  -0.23
C -0.415 -0.583 1.270  -0.22
C 0.504 0.050 2.312  -0.22
C 1.196 -1.009 3.167  -0.22
C 2.015 -0.420 4.316  -0.21
C 3.167 0.490 3.879  -0.20
C 4.184 -0.105 2.899  -0.14
H 4.845 0.711 2.599  0.12
H 3.677 -0.474 2.009  0.10
C 5.072 -1.246 3.430  -0.34
O 5.506 -1.028 4.758  -0.03
H 4.723 -0.912 5.308  0.09
H 5.997 -1.251 2.839  0.15
C 4.430 -2.645 3.277  -0.34
N 3.934 -2.800 1.919  0.04
H 3.492 -3.707 1.815  0.09
H 4.709 -2.762 1.263  0.09
C 5.449 -3.741 3.665  -0.24
O 5.761 -3.753 5.030  -0.06
H 6.043 -2.854 5.263  0.07
H 6.361 -3.613 3.056  0.12
H 5.025 -4.726 3.442  0.12
H 3.573 -2.733 3.954  0.14
H 3.690 0.849 4.770  0.11
H 2.741 1.373 3.398  0.11
H 1.351 0.171 4.954  0.11
H 2.394 -1.240 4.931  0.09
H 1.838 -1.621 2.533  0.08
H 0.434 -1.665 3.596  0.12
H 1.251 0.657 1.799  0.11
H -0.082 0.712 2.955  0.12
H 0.166 -1.273 0.652  0.12
H -1.190 -1.165 1.774  0.12
H -0.299 1.027 -0.151  0.12
H -1.633 1.168 0.992  0.12
H -2.804 -0.714 -0.121  0.12
H -1.462 -0.893 -1.250  0.12
H -3.194 1.604 -0.966  0.12
H -1.860 1.400 -2.102  0.11
H -3.067 -0.488 -3.184  0.11
H -4.369 -0.330 -2.007  0.11
H -5.126 0.719 -3.996  0.10
H -4.774 2.019 -2.857  0.12
H -2.595 2.413 -3.976  0.10
H -2.923 1.095 -5.100  0.11
H -3.349 3.413 -5.997  0.11
H -4.652 3.592 -4.824  0.11
H -4.522 1.431 -6.973  0.11
H -5.867 1.702 -5.864  0.10
H -6.347 2.714 -8.069  0.07
H -6.218 3.970 -6.836  0.07
H -4.885 3.695 -7.957  0.07

***

Result of the stability comparison: B is the least stable of them.

***

A.
A cluster of 4 separate species, C2H9NO5 in total, computed with the ωB97M-V functional and the def2-TZVPD basis.

Summary:
orbital gap = 10.37 eV
HOMO level = -10.07 eV
SMILES = O=CNC=O.O.O.O
net charge = 0

Last column: Löwdin charge in e.
Positions of all 17 atoms, in Å:
O -1.431 0.458 2.432  0.06
C -1.156 1.505 1.895  -0.35
N -1.987 2.263 1.115  0.08
C -3.313 1.793 0.837  -0.26
O -3.682 0.654 0.594  0.06
H -0.159 2.018 2.154  0.15
H -1.752 3.261 1.199  0.15
H -4.008 2.534 0.475  0.12
H 3.315 -0.545 -0.210  0.03
H 3.814 -0.856 1.374  0.05
O 3.476 -0.151 0.745  -0.16
H 2.020 -0.715 -2.045  0.11
H 2.522 -2.052 -2.022  -0.01
O 2.846 -1.235 -1.759  -0.05
H -0.453 -3.037 -3.002  0.08
H -0.266 -2.857 -1.522  -0.02
O 0.215 -3.039 -2.260  -0.02

***

B.
A cluster of 4 separate species, C2H9NO5 in total, computed with the ωB97M-V functional and the def2-TZVPD basis.

Summary:
orbital gap = 10.69 eV
HOMO level = -10.02 eV
SMILES = O=CNC=O.O.O.O
net charge = 0

Last column: Löwdin charge in e.
Positions of all 17 atoms, in Å:
O -2.485 4.371 2.392  0.09
C -2.397 3.852 1.325  -0.32
N -2.884 2.580 0.978  0.08
C -3.329 1.642 1.927  -0.31
O -3.219 1.728 3.109  0.09
H -1.909 4.316 0.451  0.13
H -2.395 2.209 0.181  0.12
H -3.842 0.772 1.491  0.13
H 5.720 0.487 -2.470  0.02
H 5.425 -0.992 -2.820  0.04
O 5.409 -0.328 -2.103  -0.06
H 3.700 -3.575 -4.846  0.01
H 2.687 -3.498 -3.740  0.04
O 2.954 -3.073 -4.570  -0.05
H 2.308 -8.104 -0.742  0.04
H 2.713 -6.960 0.271  0.05
O 2.370 -7.143 -0.628  -0.08

***

Result of the stability comparison: A is the least stable of them.

***

A.
A structure of composition C31H29BaN5O3PS6Sb, computed with the ωB97M-V functional and the def2-TZVPD basis.

Summary:
2S+1 = 2
orbital gap (spin up / spin down) = 4.26 / 7.15 eV
HOMO level (spin up / spin down) = -2.18 / -5.07 eV
net charge = -1

Last column: Löwdin charge in e.
Positions of all 77 atoms, in Å:
Ba -0.896 0.151 0.894  1.76
N -7.927 -3.576 3.251  0.06
C -6.620 -3.082 2.953  -0.34
C -6.147 -1.912 3.596  -0.08
C -4.971 -1.327 3.253  -0.09
C -4.143 -1.927 2.216  -0.34
C -4.611 -3.163 1.579  -0.08
C -5.829 -3.681 1.967  -0.08
S -2.809 -1.087 1.710  0.53
O -1.558 -1.781 2.006  -0.46
O -2.738 0.265 2.261  -0.50
N -2.537 -0.803 0.047  -0.51
C -1.621 -1.639 -0.589  -0.60
N -1.831 -2.952 -0.558  0.17
C -1.113 -3.668 -1.412  -0.09
C -0.212 -3.083 -2.293  -0.03
C 0.065 -1.759 -2.078  -0.09
N -0.584 -1.021 -1.163  -0.02
H -8.290 -3.329 4.157  0.06
H -8.096 -4.535 3.000  0.06
H -6.754 -1.460 4.377  0.10
H -4.654 -0.404 3.715  0.11
H -4.017 -3.641 0.818  0.07
H -6.192 -4.586 1.486  0.10
H -1.269 -4.742 -1.389  0.12
H 0.302 -3.655 -3.054  0.11
H 0.837 -1.228 -2.627  0.10
S 3.669 -0.129 4.657  -0.33
Sb 2.939 1.356 3.142  0.39
S 0.452 1.078 2.799  -0.17
S 1.549 0.196 1.348  -0.20
S 2.280 1.393 -2.091  0.56
C 1.879 2.681 -1.133  -1.20
N 2.479 3.009 0.026  -0.10
C 1.661 3.858 0.912  -0.29
C 1.097 4.882 -0.050  -0.40
S 0.650 3.873 -1.505  0.93
H 3.047 2.290 0.442  0.02
H 2.289 4.271 1.690  0.10
H 0.848 3.276 1.358  0.05
H 1.850 5.605 -0.359  0.08
H 0.206 5.386 0.322  0.08
O -1.621 1.575 -0.341  -0.66
P -2.908 0.861 -0.719  0.70
C -3.729 2.456 -1.662  -0.23
C -4.964 2.393 -2.330  -0.09
C -5.503 3.498 -2.976  -0.10
C -4.829 4.720 -2.964  -0.12
C -3.612 4.810 -2.313  -0.10
C -3.075 3.687 -1.671  -0.11
C -2.994 0.024 -2.423  -0.23
C -3.575 -1.198 -2.757  -0.08
C -3.381 -1.758 -4.025  -0.08
C -2.574 -1.124 -4.956  -0.10
C -1.951 0.072 -4.618  -0.08
C -2.165 0.640 -3.375  -0.07
C -4.420 1.041 0.388  -0.28
C -4.606 2.191 1.164  -0.08
C -5.801 2.400 1.824  -0.07
C -6.861 1.505 1.665  -0.09
C -6.699 0.377 0.887  -0.08
C -5.461 0.118 0.278  -0.09
H -5.515 1.462 -2.342  0.10
H -6.452 3.413 -3.492  0.09
H -5.254 5.585 -3.460  0.09
H -3.071 5.752 -2.304  0.09
H -2.116 3.762 -1.172  0.04
H -4.142 -1.750 -2.023  0.10
H -3.843 -2.709 -4.261  0.10
H -2.405 -1.574 -5.927  0.10
H -1.283 0.557 -5.321  0.10
H -1.647 1.552 -3.101  0.11
H -3.788 2.896 1.264  0.12
H -5.927 3.279 2.446  0.10
H -7.811 1.702 2.148  0.10
H -7.517 -0.317 0.748  0.11
H -5.327 -0.797 -0.278  0.10

***

B.
A structure of composition C31H29BaN5O3PS6Sb, computed with the ωB97M-V functional and the def2-TZVPD basis.

Summary:
2S+1 = 2
orbital gap (spin up / spin down) = 5.84 / 6.35 eV
HOMO level (spin up / spin down) = -3.69 / -4.54 eV
net charge = -1

Last column: Löwdin charge in e.
Positions of all 77 atoms, in Å:
Ba -2.168 -0.176 0.968  1.51
N 3.519 -4.777 0.036  0.10
C 2.430 -4.223 0.714  -0.33
C 1.566 -3.343 0.065  -0.03
C 0.513 -2.754 0.741  -0.07
C 0.294 -3.045 2.086  -0.28
C 1.159 -3.914 2.736  -0.05
C 2.224 -4.491 2.064  -0.04
S -1.165 -2.535 2.956  0.53
O -1.296 -3.409 4.090  -0.31
O -2.216 -2.657 1.928  -0.51
N -0.898 -1.008 3.248  -0.23
C -1.796 -0.252 3.966  -0.55
N -2.388 -0.752 5.068  0.14
C -3.280 0.015 5.658  -0.13
C -3.631 1.280 5.199  -0.06
C -2.965 1.716 4.076  -0.13
N -2.023 0.988 3.471  -0.02
H 3.424 -4.790 -0.967  0.09
H 3.830 -5.664 0.397  0.08
H 1.733 -3.099 -0.978  0.12
H -0.084 -2.051 0.170  0.05
H 0.965 -4.155 3.772  0.11
H 2.891 -5.168 2.584  0.11
H -3.751 -0.402 6.545  0.11
H -4.392 1.877 5.678  0.10
H -3.174 2.685 3.636  0.12
S -5.181 4.291 0.273  -0.34
Sb -4.553 2.371 -0.785  0.00
S -2.275 2.241 -1.317  -0.29
S -5.243 0.410 0.393  -0.33
S -2.364 -1.966 -2.119  0.53
C -3.645 -1.234 -2.901  -1.17
N -4.890 -1.142 -2.461  -0.08
C -5.814 -0.297 -3.198  -0.25
C -5.240 -0.143 -4.609  -0.42
S -3.462 -0.474 -4.460  0.90
H -5.041 -1.243 -1.458  0.03
H -5.902 0.665 -2.688  0.04
H -6.798 -0.765 -3.220  0.12
H -5.381 0.869 -4.983  0.07
H -5.680 -0.850 -5.310  0.07
O 0.306 0.547 0.397  -0.53
P 1.477 1.087 -0.362  0.78
C 2.923 0.061 -0.046  -0.28
C 3.944 -0.121 -0.975  -0.07
C 5.026 -0.930 -0.662  -0.08
C 5.088 -1.557 0.575  -0.09
C 4.074 -1.375 1.504  -0.07
C 2.989 -0.570 1.195  -0.07
C 1.236 1.135 -2.139  -0.29
C 1.653 2.203 -2.926  -0.07
C 1.423 2.184 -4.294  -0.08
C 0.772 1.106 -4.873  -0.08
C 0.348 0.040 -4.090  -0.08
C 0.582 0.056 -2.727  -0.09
C 1.890 2.763 0.136  -0.27
C 0.847 3.693 0.157  -0.06
C 1.103 4.998 0.542  -0.06
C 2.388 5.379 0.908  -0.09
C 3.422 4.455 0.892  -0.09
C 3.174 3.145 0.507  -0.07
H 3.881 0.356 -1.946  0.11
H 5.815 -1.080 -1.388  0.10
H 5.925 -2.202 0.811  0.10
H 4.112 -1.881 2.460  0.11
H 2.174 -0.447 1.898  0.11
H 2.135 3.059 -2.470  0.11
H 1.732 3.023 -4.903  0.10
H 0.576 1.103 -5.937  0.10
H -0.192 -0.789 -4.527  0.09
H 0.210 -0.755 -2.114  0.06
H -0.159 3.393 -0.125  0.03
H 0.293 5.715 0.559  0.11
H 2.583 6.399 1.211  0.10
H 4.421 4.752 1.185  0.10
H 3.979 2.420 0.502  0.10

***

Result of the stability comparison: A is the least stable of them.